No. 1
{
  "formula": "C3H8O2",
  "method": "wB97M-V/def2-TZVPD",
  "e_tot_ha": -269.53720,
  "multiplicity": 1,
  "homo_ev": -8.25,
  "smiles": "C=C(C)O.O",
  "gap_ev": 8.7,
  "de_lowest_kcal_mol": 36.20,
  "e_lumo_ev": 0.45,
  "elements": ["C", "C", "C", "O", "H", "H", "H", "H", "H", "H", "O", "H", "H"],
  "positions_angstrom": [[-1.593, -0.809, 1.564], [-0.607, -0.328, 0.795], [-0.750, 0.076, -0.649], [0.596, 0.089, 1.360], [-2.592, -0.495, 1.293], [-1.444, -1.477, 2.405], [-1.807, 0.099, -0.951], [-0.244, -0.567, -1.377], [-0.397, 1.137, -0.755], [1.267, 0.108, 0.667], [2.375, 0.597, -1.125], [2.999, 0.125, -1.677], [2.197, 1.445, -1.549]],
  "forces_ev_per_angstrom": [[0.13, -0.14, -0.47], [0.51, 1.17, 0.36], [-0.74, 1.61, 0.02], [-0.46, -1.51, -0.43], [-0.22, -0.96, -0.41], [0.16, 0.87, 0.45], [0.19, -0.21, 0.24], [0.19, 0.05, 0.45], [-0.04, -0.94, -0.15], [0.24, 0.10, -0.15], [-0.22, 0.13, 0.29], [0.14, 0.02, -0.17], [0.12, -0.19, -0.02]],
  "mulliken_charge": [-0.830, 0.654, -0.964, -0.501, 0.221, 0.273, 0.330, 0.277, 0.228, 0.313, -0.607, 0.302, 0.303]
}

---

No. 2
{
  "formula": "C4H10N2O",
  "method": "wB97M-V/def2-TZVPD",
  "e_tot_ha": -343.14596,
  "multiplicity": 1,
  "homo_ev": -9.06,
  "smiles": "NCCCNC=O",
  "gap_ev": 10.0,
  "de_lowest_kcal_mol": 34.83,
  "e_lumo_ev": 0.97,
  "elements": ["N", "C", "C", "C", "N", "C", "O", "H", "H", "H", "H", "H", "H", "H", "H", "H", "H"],
  "positions_angstrom": [[-0.890, -2.219, -0.712], [-0.683, -1.202, 0.308], [0.729, -0.671, 0.487], [0.937, 0.801, 0.853], [-0.049, 1.725, 0.318], [-0.005, 2.033, -1.001], [-0.934, 2.456, -1.648], [-1.824, -2.149, -1.073], [-0.208, -2.283, -1.445], [-1.169, -1.469, 1.258], [-1.358, -0.350, 0.093], [1.261, -0.937, -0.401], [1.242, -1.322, 1.195], [0.976, 0.922, 1.935], [1.942, 1.076, 0.540], [-0.961, 1.697, 0.744], [0.994, 1.893, -1.452]],
  "forces_ev_per_angstrom": [[0.09, -0.49, 0.88], [-1.72, 1.62, 0.25], [0.01, -1.31, 0.27], [0.00, -0.23, 0.56], [0.68, -0.38, 0.08], [-0.25, 0.26, -0.37], [-0.09, 0.07, -0.01], [0.00, -0.12, -0.32], [0.13, 0.34, -0.12], [0.67, -0.76, 0.06], [0.46, 0.10, -0.48], [0.35, 0.33, -1.07], [0.06, 0.23, 0.45], [-0.28, 0.00, 0.08], [-0.04, 0.26, -0.27], [-0.13, 0.15, -0.10], [0.04, -0.07, 0.13]],
  "mulliken_charge": [-0.562, -0.363, -0.578, -0.836, -0.212, 0.071, -0.554, 0.219, 0.196, 0.292, 0.241, 0.353, 0.398, 0.356, 0.346, 0.305, 0.329]
}

---

No. 3
{
  "formula": "C3H5N3",
  "method": "wB97M-V/def2-TZVPD",
  "e_tot_ha": -281.48975,
  "multiplicity": 1,
  "homo_ev": -7.87,
  "smiles": "C=C1C=NNN1",
  "gap_ev": 8.9,
  "de_lowest_kcal_mol": 62.94,
  "e_lumo_ev": 1.00,
  "elements": ["C", "C", "C", "N", "N", "N", "H", "H", "H", "H", "H"],
  "positions_angstrom": [[1.734, 0.353, 0.041], [0.442, 0.033, 0.183], [-0.221, -1.276, 0.072], [-1.487, -1.171, -0.099], [-1.846, 0.168, 0.039], [-0.649, 0.855, 0.402], [2.059, 1.388, 0.025], [2.482, -0.420, -0.084], [0.267, -2.244, 0.059], [-2.140, 0.463, -0.895], [-0.641, 1.851, 0.257]],
  "forces_ev_per_angstrom": [[0.01, 0.00, 0.05], [-0.03, 0.01, -0.08], [-0.17, -0.04, -0.09], [0.41, -0.06, 0.13], [-0.09, 0.04, -0.10], [0.22, 0.12, -0.03], [-0.02, -0.13, 0.05], [-0.11, 0.05, 0.09], [-0.04, 0.14, -0.07], [-0.17, -0.01, 0.12], [-0.01, -0.12, -0.08]],
  "mulliken_charge": [-1.041, 0.720, -0.240, -0.430, -0.222, -0.206, 0.237, 0.259, 0.408, 0.259, 0.256]
}

---

No. 4
{
  "formula": "C4H5O3S3",
  "method": "wB97M-V/def2-TZVPD",
  "e_tot_ha": -1575.75408,
  "multiplicity": 1,
  "homo_ev": -4.76,
  "total_charge": -1,
  "smiles": "O=C([O-])C(S)(S)C(=O)CS",
  "gap_ev": 7.8,
  "de_lowest_kcal_mol": 0.00,
  "e_lumo_ev": 3.02,
  "elements": ["O", "C", "O", "C", "S", "S", "C", "O", "C", "S", "H", "H", "H", "H", "H"],
  "positions_angstrom": [[2.607, 0.521, 1.230], [1.404, 0.779, 0.820], [0.630, 1.754, 0.927], [0.887, -0.313, -0.268], [2.092, -1.638, -0.353], [0.817, 0.462, -1.925], [-0.522, -0.769, 0.143], [-0.678, -1.587, 0.995], [-1.711, -0.062, -0.514], [-3.222, -0.602, 0.291], [2.588, -0.884, 0.608], [1.380, 1.671, -1.454], [-1.670, 1.058, -0.355], [-1.730, -0.341, -1.604], [-2.871, -0.051, 1.459]],
  "forces_ev_per_angstrom": [[-3.14, 1.39, 0.03], [1.56, 0.37, -0.69], [1.12, -1.05, 0.62], [-0.51, -0.29, -0.53], [-0.92, -1.57, -0.98], [0.89, 2.07, 0.53], [0.60, 0.99, -0.41], [-0.02, -0.68, 0.64], [-0.04, 0.58, -0.28], [-0.66, 0.01, -0.07], [1.73, 0.36, 1.37], [-0.76, -1.27, -0.83], [0.48, -1.34, -0.64], [-0.18, 0.57, 1.12], [-0.15, -0.14, 0.10]],
  "mulliken_charge": [-0.739, 0.250, -0.640, 0.686, -0.348, -0.319, 0.388, -0.534, -0.716, -0.255, 0.244, 0.172, 0.301, 0.393, 0.117]
}

---

No. 5
{
  "formula": "C21H33BaBr2NO5PS3",
  "method": "wB97M-V/def2-TZVPD",
  "e_tot_ha": -7960.67464,
  "multiplicity": 2,
  "homo_ev": [-2.09, -2.09],
  "total_charge": -2,
  "gap_ev": [6.2, 5.5],
  "de_lowest_kcal_mol": 24.17,
  "e_lumo_ev": [4.06, 3.45],
  "elements": ["Ba", "C", "C", "C", "C", "C", "C", "C", "C", "C", "C", "H", "H", "H", "H", "H", "H", "H", "H", "H", "H", "H", "H", "H", "H", "H", "C", "C", "O", "P", "S", "S", "O", "C", "C", "H", "H", "H", "H", "H", "H", "H", "H", "H", "H", "Br", "C", "Br", "H", "H", "N", "C", "C", "C", "C", "C", "C", "S", "O", "O", "O", "H", "H", "H", "H", "H", "H"],
  "positions_angstrom": [[1.176, -0.928, 1.420], [0.266, -3.334, -1.608], [0.229, -4.483, -0.723], [-1.025, -4.513, -0.049], [-1.752, -3.439, -0.503], [-0.942, -2.711, -1.505], [-1.489, -1.600, -2.342], [-3.083, -2.952, -0.048], [-1.403, -5.517, 0.995], [1.335, -5.459, -0.559], [1.414, -3.013, -2.514], [-0.701, -1.025, -2.827], [-2.085, -0.903, -1.759], [-2.140, -2.007, -3.124], [-3.529, -3.617, 0.690], [-3.778, -2.846, -0.887], [-2.985, -1.960, 0.406], [-0.708, -5.497, 1.837], [-1.408, -6.533, 0.587], [-2.397, -5.318, 1.393], [2.173, -4.984, -0.037], [1.717, -5.787, -1.531], [1.021, -6.334, 0.011], [1.255, -2.073, -3.042], [1.555, -3.799, -3.264], [2.348, -2.931, -1.951], [-2.136, 4.155, -0.984], [-0.680, 3.972, -0.617], [-0.504, 3.595, 0.769], [-0.881, 2.134, 1.311], [0.240, 1.795, 2.904], [-0.911, 0.791, -0.137], [-2.430, 2.287, 1.763], [-2.760, 3.203, 2.807], [-4.267, 3.244, 2.919], [-2.187, 4.515, -2.014], [-2.615, 4.888, -0.330], [-2.681, 3.214, -0.917], [-0.133, 4.907, -0.725], [-0.204, 3.237, -1.264], [-2.355, 4.191, 2.566], [-2.297, 2.864, 3.736], [-4.710, 3.585, 1.982], [-4.566, 3.926, 3.718], [-4.657, 2.251, 3.142], [3.597, -2.663, 0.645], [1.217, -2.093, 4.458], [-0.239, -3.019, 3.328], [2.115, -2.301, 3.850], [0.928, -1.036, 4.347], [3.355, 0.883, 1.649], [3.116, 1.596, 0.432], [3.224, 0.951, -0.798], [2.966, 1.653, -1.971], [2.603, 2.991, -1.929], [2.504, 3.628, -0.699], [2.750, 2.936, 0.473], [2.205, 3.908, -3.421], [2.813, 5.216, -3.210], [2.793, 3.138, -4.508], [0.745, 3.941, -3.431], [4.237, 0.387, 1.658], [3.282, 1.512, 2.444], [3.522, -0.093, -0.834], [3.055, 1.168, -2.934], [2.236, 4.676, -0.676], [2.642, 3.428, 1.433]],
  "forces_ev_per_angstrom": [[-0.19, -0.14, 0.08], [0.07, -0.07, 0.02], [0.06, 0.07, 0.00], [-0.03, 0.00, 0.00], [0.01, 0.07, 0.09], [-0.05, 0.11, -0.11], [0.06, -0.13, -0.05], [-0.01, 0.00, 0.02], [0.00, -0.06, -0.01], [0.01, 0.02, 0.00], [0.02, -0.03, 0.02], [0.00, -0.01, -0.01], [-0.07, 0.02, 0.05], [0.01, 0.01, -0.03], [-0.01, 0.00, -0.01], [-0.01, 0.00, 0.00], [-0.01, 0.00, -0.01], [-0.01, 0.00, -0.02], [-0.01, 0.00, 0.02], [-0.01, 0.00, 0.01], [0.02, 0.00, 0.00], [0.00, 0.01, 0.01], [-0.01, 0.00, 0.00], [-0.01, 0.00, -0.01], [0.00, 0.01, -0.04], [-0.04, -0.01, 0.00], [-0.02, 0.05, -0.01], [-0.05, 0.00, -0.09], [-0.05, -0.12, 0.05], [-0.06, 0.09, -0.02], [0.02, -0.01, 0.12], [-0.05, 0.08, -0.03], [0.01, 0.06, -0.02], [0.02, -0.02, -0.04], [-0.01, 0.01, 0.01], [0.01, -0.01, 0.00], [-0.01, 0.00, 0.00], [0.01, -0.01, 0.01], [0.01, -0.02, 0.01], [-0.03, 0.03, 0.05], [-0.01, 0.00, 0.01], [0.00, 0.00, 0.02], [0.00, 0.00, 0.00], [-0.01, 0.00, 0.00], [0.00, 0.00, 0.00], [0.27, -0.08, -0.05], [0.01, -0.04, 0.04], [-0.01, 0.02, 0.09], [-0.06, 0.05, -0.02], [0.02, 0.00, -0.06], [-0.06, 0.28, 0.06], [0.26, -0.06, 0.02], [-0.04, -0.01, 0.06], [-0.04, 0.04, -0.01], [0.04, -0.06, -0.01], [0.01, -0.03, -0.04], [-0.07, 0.10, -0.02], [0.06, 0.00, 0.01], [-0.01, 0.02, -0.01], [-0.04, 0.00, 0.03], [-0.01, 0.01, -0.05], [-0.05, -0.08, -0.06], [0.06, -0.21, -0.10], [0.02, 0.01, 0.02], [-0.01, 0.01, 0.00], [0.02, -0.01, 0.02], [0.00, 0.02, 0.00]],
  "mulliken_charge": [1.054, 0.471, 0.801, 0.223, 0.570, 0.968, -1.715, -1.471, -1.797, -1.329, -1.407, 0.431, 0.262, 0.343, 0.396, 0.316, 0.200, 0.355, 0.390, 0.319, 0.116, 0.310, 0.404, 0.369, 0.325, 0.203, -1.266, -0.122, -0.459, 0.820, -0.514, -0.340, -0.271, -0.237, -1.286, 0.461, 0.269, 0.211, 0.370, 0.186, 0.274, 0.319, 0.300, 0.392, 0.280, -0.879, -1.062, -0.284, 0.286, 0.260, -0.262, 0.325, 0.037, -0.493, -0.449, -0.555, -0.648, 1.322, -0.738, -0.751, -0.648, 0.254, 0.160, 0.491, 0.511, 0.474, 0.150]
}

---

No. 6
{
  "formula": "CH4O2",
  "method": "wB97M-V/def2-TZVPD",
  "e_tot_ha": -190.93890,
  "multiplicity": 1,
  "homo_ev": -9.78,
  "smiles": "C=O.O",
  "gap_ev": 10.4,
  "de_lowest_kcal_mol": 7.20,
  "e_lumo_ev": 0.64,
  "elements": ["C", "O", "H", "H", "O", "H", "H"],
  "positions_angstrom": [[0.325, -0.862, 0.533], [1.377, -0.385, 0.193], [-0.429, -1.240, -0.211], [0.152, -0.918, 1.594], [-1.222, 0.965, -0.700], [-1.142, 1.473, 0.115], [-2.140, 1.173, -0.921]],
  "forces_ev_per_angstrom": [[0.66, -0.07, -1.15], [-0.18, -0.09, -0.30], [0.51, 0.14, 0.69], [-0.78, -0.26, 0.84], [-0.76, 0.50, 0.22], [0.48, 0.02, 0.09], [0.07, -0.24, -0.38]],
  "mulliken_charge": [-0.109, -0.394, 0.209, 0.283, -0.618, 0.322, 0.306]
}